Entry 1:
DFT (ωB97M-V/def2-TZVPD) results for the molecule C6H10N2O2 at a distorted geometry.

Calculated values
Spin multiplicity: 1
Kohn-Sham gap: 8.76 eV
Energy relative to the best compared isomer or geometry (same formula, charge and spin): 115.9 kcal per mole
E_LUMO: 0.00 eV

Atoms and positions in Å:
C1 0.829515 -1.394453 -1.484362
C2 1.293554 0.967873 0.936044
C3 0.071624 -0.113282 -1.693974
C4 0.343669 -0.325738 0.725834
C5 -0.193599 -0.984955 1.952775
C6 -1.268435 1.329639 -0.286012
N1 1.313182 -1.727479 -0.386371
N2 -0.659770 0.020553 -0.373225
O1 1.956881 1.132515 -0.111993
O2 1.264213 1.556522 2.002465
H1 0.991354 -2.003163 -2.353169
H2 0.856576 0.617191 -1.776526
H3 -0.593371 -0.015766 -2.551785
H4 0.698589 -1.250572 2.626685
H5 -0.691079 -2.011814 1.658427
H6 -0.604802 -0.293291 2.596749
H7 -0.477003 2.144844 -0.254870
H8 -1.878318 1.568193 -1.191591
H9 -1.957293 1.436960 0.692346
H10 -1.295487 -0.653776 -0.727448

Atoms 1-6, force components in eV/Å:
-0.1207 -0.0801 -0.7798
0.7203 -1.0457 -1.5412
1.2204 -0.0753 0.0054
1.4600 -1.5320 -1.0411
2.2658 -3.8179 -1.3642
-1.7149 2.9579 1.8247

---

Entry 2:
DFT (ωB97M-V/def2-TZVPD) results for the molecule C6H10N2O2S2 at a distorted geometry.

Calculated values
Spin multiplicity: 1
Kohn-Sham gap (alpha / beta): 7.96 / 7.96 eV
Energy relative to the best compared isomer or geometry (same formula, charge and spin): 103.9 kcal per mole
E_LUMO (alpha / beta): -0.08 / -0.08 eV

Atoms and positions in Å:
C1 -0.375874 2.289637 -0.832539
C2 -0.325300 1.034502 -1.769315
C3 1.394285 -0.978451 0.968688
C4 -0.456482 1.744230 0.585064
C5 -0.577419 -0.200353 -0.813188
C6 -0.806979 0.351846 0.465278
N1 0.323962 -0.814443 1.838361
N2 -0.297661 -2.010012 2.166979
O1 1.961152 -1.040383 -1.796137
O2 0.520462 -2.722297 -0.765173
S1 -2.322792 1.064510 1.046339
S2 0.914289 -1.315844 -0.801484
H1 0.523455 2.945290 -0.744871
H2 -1.181076 2.842786 -1.261563
H3 -1.014538 1.267925 -2.566469
H4 0.579661 0.693961 -2.172401
H5 1.886314 -0.059118 1.053241
H6 2.084113 -1.883638 1.059161
H7 -0.111756 2.176291 1.482659
H8 -1.290448 -0.917522 -1.366019
H9 -0.390136 -2.619814 1.381915
H10 -1.037234 -1.849102 2.841473

Atoms 1-6, force components in eV/Å:
2.3022 -0.1250 0.4578
-0.1332 0.1109 1.6980
1.2021 -1.6986 -1.0601
-3.3062 -0.5450 -1.3717
-1.1704 -1.4226 -4.6688
0.7587 -1.5892 4.1891

---

Entry 3:
DFT (ωB97M-V/def2-TZVPD) results for the molecule C6H10N2O3 at a distorted geometry.

Calculated values
SMILES: C=C(O)N/C=C(\NC)C(=O)O
Spin multiplicity: 1
Kohn-Sham gap: 8.39 eV
Energy relative to the best compared isomer or geometry (same formula, charge and spin): 75.7 kcal per mole
E_LUMO: 0.57 eV

Atoms and positions in Å:
C1 -2.035862 -0.012182 1.275532
C2 -2.173435 0.561887 0.077512
O1 -3.363434 0.880385 -0.360523
N1 -1.262188 1.169442 -0.725138
C3 0.127219 1.326262 -0.320793
C4 0.992729 0.239688 -0.301268
N2 0.587383 -1.047310 -0.258553
C5 1.405528 -2.276711 -0.501916
C6 2.421654 0.557459 -0.106657
O2 3.238834 -0.189815 -0.620133
O3 2.693503 1.600875 0.679249
H1 -1.128036 0.046949 1.890113
H2 -2.802597 -0.470911 1.891751
H3 -3.931837 0.286641 0.297146
H4 -1.620428 1.907700 -1.327875
H5 0.471673 2.334903 -0.579511
H6 -0.362459 -1.196223 -0.314780
H7 0.876172 -3.009956 -1.110539
H8 2.309391 -1.918383 -0.968366
H9 1.645990 -2.816174 0.389549
H10 1.910190 2.025469 0.995203

Atoms 1-6, force components in eV/Å:
1.8026 -0.7464 1.6341
1.0595 1.4027 1.3707
-4.6618 -2.6515 0.9747
2.2986 0.0490 0.3884
-0.4495 -0.8259 -1.7959
-1.5626 1.8617 0.8721

---

Entry 4:
DFT (ωB97M-V/def2-TZVPD) results for the molecule C6H10N2O5 at a distorted geometry.

Calculated values
SMILES: NCC(=O)N[C@@H](CC(=O)O)C(=O)O
Spin multiplicity: 1
Kohn-Sham gap: 10.36 eV
Energy relative to the best compared isomer or geometry (same formula, charge and spin): 23.1 kcal per mole
E_LUMO: 0.34 eV

Atoms and positions in Å:
N1 -2.854375 -0.621065 -1.217873
C1 -2.895320 -0.567873 0.262498
C2 -1.579655 -0.014767 0.793854
O1 -1.444560 0.184983 1.997010
N2 -0.645185 0.158960 -0.191818
C3 0.748004 0.362385 0.128456
C4 1.667806 -0.679333 -0.598073
C5 3.001911 -0.829998 0.115171
O2 4.021660 -1.139737 -0.473840
O3 2.897296 -0.653690 1.428724
C6 1.235340 1.796273 -0.130949
O4 2.366771 2.065022 -0.459390
O5 0.367052 2.783335 0.132361
H1 -3.426566 -1.325444 -1.616665
H2 -3.229093 0.272487 -1.536985
H3 -2.916677 -1.564326 0.667095
H4 -3.772747 0.026067 0.643283
H5 -0.916035 -0.092932 -1.137460
H6 0.897432 0.211987 1.201228
H7 1.980504 -0.432094 -1.595580
H8 1.199524 -1.647203 -0.623935
H9 3.800510 -0.773662 1.748516
H10 -0.503599 2.480628 0.464377

Atoms 1-6, force components in eV/Å:
-0.0645 1.2876 0.6271
-0.3737 0.6496 -0.7718
-0.4874 -0.0238 0.2666
0.4985 0.0885 -1.1215
0.3175 0.2780 0.9807
0.6761 -0.4196 -0.7856

---

Entry 5:
DFT (ωB97M-V/def2-TZVPD) results for a cluster of 2 separate species, C6H10N3 in total at a distorted geometry.

Calculated values
Total charge: +1
Spin multiplicity: 1
Kohn-Sham gap: 8.59 eV
Energy relative to the best compared isomer or geometry (same formula, charge and spin): 58.9 kcal per mole
E_LUMO: -4.35 eV

Atoms and positions in Å:
C1 -1.750385 1.005419 0.645650
C2 -1.356253 0.340915 -0.476902
C3 -0.629007 1.671565 1.133818
C4 0.866436 -0.116648 -1.356892
C5 0.068231 0.475765 -0.501796
C6 1.866387 1.536319 0.783497
N1 0.496384 1.309717 0.526483
N2 1.445169 -0.574659 -2.277183
N3 -1.049014 -2.782882 -0.081779
H1 -2.664343 0.935114 1.127661
H2 -2.076334 -0.134969 -1.184610
H3 -0.594907 2.150137 2.110040
H4 1.897659 2.215958 1.560169
H5 2.243018 0.580698 1.010542
H6 2.398859 1.873389 -0.159489
H7 1.886399 -1.290655 -2.821541
H8 -1.710087 -3.205808 0.675118
H9 -0.069413 -2.755899 0.231283
H10 -1.268799 -3.233477 -0.944068

Atoms 1-6, force components in eV/Å:
1.3952 0.5485 -0.6977
-0.3911 -0.5921 -0.6608
0.4705 -0.3458 2.6451
2.0885 -1.8206 -3.6896
-1.7209 0.8184 0.5905
0.6292 0.0491 -2.4883

---

Entry 6:
DFT (ωB97M-V/def2-TZVPD) results for the ion C6H10N3O with charge +1 at a distorted geometry.

Calculated values
SMILES: CN1NC(=[NH2+])C2(CC2)C1=O
Total charge: +1
Spin multiplicity: 1
Kohn-Sham gap: 9.55 eV
Energy relative to the best compared isomer or geometry (same formula, charge and spin): 71.1 kcal per mole
E_LUMO: -3.78 eV

Atoms and positions in Å:
C1 2.971195 0.391502 0.068308
N1 1.593705 0.140444 -0.004998
N2 0.681589 1.212096 0.037673
C2 -0.562923 0.821980 0.033575
N3 -1.639192 1.591565 -0.036717
C3 -0.601657 -0.688196 -0.005592
C4 -1.474634 -1.653743 0.759573
C5 -1.633852 -1.488191 -0.745888
C6 0.877342 -1.060176 -0.036152
O1 1.396001 -2.101211 -0.070211
H1 3.421857 -0.650256 -0.107901
H2 3.285903 1.137173 -0.738731
H3 3.189229 0.747454 1.140116
H4 1.021168 2.125167 -0.141823
H5 -2.430993 1.007565 -0.205038
H6 -1.702429 2.445900 0.390467
H7 -2.226606 -1.257378 1.453195
H8 -1.002001 -2.624384 1.211603
H9 -1.375142 -2.334435 -1.547122
H10 -2.475001 -0.854394 -0.999778

Atoms 1-6, force components in eV/Å:
1.8469 -0.2860 0.6999
-2.5993 0.1292 -0.3952
-0.0977 -1.1122 0.3001
-0.0228 -1.2500 -0.0358
0.7292 -2.9914 -1.0148
2.1245 0.6701 0.0378

---

Entry 7:
DFT (ωB97M-V/def2-TZVPD) results for a structure of composition C6H10N3O3 at a distorted geometry.

Calculated values
Total charge: -1
Spin multiplicity: 1
Kohn-Sham gap: 8.17 eV
Energy relative to the best compared isomer or geometry (same formula, charge and spin): 73.6 kcal per mole
E_LUMO: 3.60 eV

Atoms and positions in Å:
C1 0.507660 -1.147536 1.151642
C2 -1.160151 1.993587 -0.007844
C3 -1.001018 0.866493 1.021783
C4 -0.001273 1.875141 -0.977786
C5 0.414356 0.338376 0.744191
C6 -0.499983 -2.069839 0.404354
N1 0.895691 -0.420782 -1.859678
N2 0.855940 0.814280 -0.535270
N3 1.649559 -1.362663 -1.598600
O1 1.952557 -1.731527 -0.377198
O2 1.019905 -1.459993 2.204483
O3 2.131163 -2.009045 -2.610742
H1 -2.092279 1.975663 -0.469020
H2 -1.199291 2.900708 0.643695
H3 -1.022057 1.025981 2.107873
H4 -1.670078 -0.031227 0.777385
H5 -0.430966 1.686460 -1.971018
H6 0.726462 2.723163 -1.028682
H7 1.138081 0.883023 1.395921
H8 0.000548 -3.024962 0.269197
H9 -0.858227 -1.545394 -0.490833
H10 -1.356598 -2.279906 1.206148

Atoms 1-6, force components in eV/Å:
-0.8593 -0.0037 -0.6826
0.6557 1.2881 3.1474
-0.1988 -2.7329 -0.8427
0.5906 0.5460 -0.6806
1.3904 0.5803 1.2521
-0.8393 0.1284 2.6924

---

Entry 8:
DFT (ωB97M-V/def2-TZVPD) results for a cluster of 2 separate species, C6H10N3OS in total at a distorted geometry.

Calculated values
Total charge: +1
Spin multiplicity: 1
Kohn-Sham gap (alpha / beta): 8.16 / 8.16 eV
Energy relative to the best compared isomer or geometry (same formula, charge and spin): 13.8 kcal per mole
E_LUMO (alpha / beta): -3.42 / -3.42 eV

Atoms and positions in Å:
C1 -2.836480 -0.138656 0.177845
C2 -1.743189 -1.003322 0.118090
C3 -0.512429 -0.371497 -0.099812
C4 -2.423488 1.169066 0.012372
C5 -0.149611 -2.504229 0.023217
C6 1.840751 -1.162904 -0.421200
N1 0.439195 -1.338129 -0.158440
N2 -3.185770 2.269086 0.005818
N3 3.488181 1.283110 0.354690
O1 -1.560328 -2.321850 0.210223
S1 -0.680930 1.338456 -0.230858
H1 -3.857627 -0.434399 0.314866
H2 0.253315 -3.492202 0.032000
H3 2.000974 -1.031033 -1.492457
H4 2.245429 -0.269398 0.083482
H5 2.374881 -2.053534 -0.098952
H6 -4.171233 2.195647 0.191354
H7 -2.780634 3.181147 -0.110217
H8 3.076152 2.196961 0.511945
H9 4.009805 1.346015 -0.513898
H10 4.173026 1.141675 1.089925

Atoms 1-6, force components in eV/Å:
-0.3418 0.1246 0.0544
1.5320 1.3996 -0.3048
-1.6074 -0.0381 0.1883
0.4499 -0.7609 -0.0366
-2.9063 0.9454 0.3424
1.1190 0.1261 -0.2639

---

Entry 9:
DFT (ωB97M-V/def2-TZVPD) results for a structure of composition C6H10N3P at a distorted geometry.

Calculated values
Spin multiplicity: 1
Kohn-Sham gap: 9.52 eV
Energy relative to the best compared isomer or geometry (same formula, charge and spin): 11.7 kcal per mole
E_LUMO: 0.67 eV

Atoms and positions in Å:
C1 3.122035 0.265839 0.521395
C2 2.650902 -0.795976 -0.273445
C3 2.272922 1.382138 0.651223
C4 1.243267 -0.862731 -0.546691
C5 0.948590 1.265064 0.329891
C6 0.393687 0.126156 -0.187982
N1 -2.477925 1.609908 0.540106
N2 -2.341529 -0.809043 1.222901
N3 -2.308372 -0.455011 -1.535939
P1 -1.888901 0.248715 0.107375
H1 4.225310 0.460965 0.581115
H2 3.351392 -1.537387 -0.675272
H3 2.761480 2.226864 1.094146
H4 0.852970 -1.618807 -1.094270
H5 0.164201 1.985634 0.437234
H6 -2.642475 2.236946 -0.226300
H7 -2.356986 -0.262588 2.080426
H8 -1.874213 -1.635503 1.470946
H9 -1.588573 -0.169943 -2.208373
H10 -2.392446 -1.509914 -1.481645

Atoms 1-6, force components in eV/Å:
0.5345 0.5229 -2.6072
-0.9537 0.3226 0.6026
1.0981 -1.0113 0.8528
2.5278 0.4199 0.7352
-1.1019 0.8818 0.3628
-2.6986 0.7481 1.3057

---

Entry 10:
DFT (ωB97M-V/def2-TZVPD) results for the ion C6H10N4 with charge +2 at a distorted geometry.

Calculated values
Total charge: +2
Spin multiplicity: 1
Kohn-Sham gap: 8.76 eV
Energy relative to the best compared isomer or geometry (same formula, charge and spin): 73.0 kcal per mole
E_LUMO: -9.61 eV

Atoms and positions in Å:
C1 -0.423928 -2.133246 1.316154
C2 0.922255 1.786458 -0.452334
C3 -1.114298 0.781947 -1.043204
C4 0.506969 -1.075250 1.736632
C5 0.196314 -1.408593 -0.600507
C6 1.165343 -0.696757 0.337822
N1 -0.674743 -2.174772 0.068419
N2 -0.313030 1.912388 -0.864842
N3 1.506101 0.698053 0.030374
N4 -2.315599 1.023787 -1.355029
H1 -0.822357 -2.733880 2.068020
H2 1.482223 2.687213 -0.634769
H3 -0.038478 -0.045738 2.087417
H4 1.397400 -1.295379 2.451478
H5 0.282525 -1.598226 -1.746475
H6 1.984396 -1.383452 0.429274
H7 -0.504335 2.854004 -1.058985
H8 2.483549 0.732491 0.223071
H9 -2.875959 0.165080 -1.497672
H10 -2.844348 1.903870 -1.494842

Atoms 1-6, force components in eV/Å:
1.3008 1.9947 1.3833
0.9186 -1.5688 0.1834
1.5553 0.0131 0.7293
1.5675 3.7802 0.5082
-0.3723 0.8403 -1.6929
-2.9236 -0.7483 -0.0329

---

Entry 11:
DFT (ωB97M-V/def2-TZVPD) results for a cluster of 2 separate species, C6H10N4O2 in total at a distorted geometry.

Calculated values
Spin multiplicity: 1
Kohn-Sham gap: 6.42 eV
Energy relative to the best compared isomer or geometry (same formula, charge and spin): 210.3 kcal per mole
E_LUMO: -1.82 eV

Atoms and positions in Å:
C1 -0.357411 0.449131 -1.277648
C2 -0.984139 2.483525 1.736185
C3 -0.603453 -1.713720 -0.010018
C4 1.371321 -0.409638 0.389850
C5 1.087104 -1.568528 -1.843510
C6 0.351396 -0.774960 -0.736437
N1 -1.059937 1.383530 -1.100364
N2 -1.414153 3.202554 0.919388
N3 -1.817432 2.334829 -1.193712
N4 -0.504153 1.454464 2.444298
O1 0.725177 1.317894 2.556183
O2 -1.374224 0.758978 2.931129
H1 -1.147998 -1.181928 0.849487
H2 -1.443401 -2.114671 -0.738745
H3 -0.040950 -2.519010 0.298712
H4 2.370081 -0.424172 0.103744
H5 1.228125 0.625776 0.904567
H6 1.284672 -1.231903 1.188303
H7 0.585746 -1.716545 -2.732067
H8 2.067291 -1.135540 -2.074554
H9 1.282485 -2.550779 -1.359133
H10 -1.606146 3.330712 -1.255658

Atoms 1-6, force components in eV/Å:
-0.1626 -0.5176 0.9694
-1.1668 3.1762 -3.3228
-4.5212 1.7546 -1.7275
-1.6529 0.6266 2.1189
1.5473 -0.1661 2.6987
0.6368 0.6243 0.1946

---

Entry 12:
DFT (ωB97M-V/def2-TZVPD) results for a structure of composition C6H10N4OS at a distorted geometry.

Calculated values
Spin multiplicity: 1
Kohn-Sham gap: 7.87 eV
Energy relative to the best compared isomer or geometry (same formula, charge and spin): 150.9 kcal per mole
E_LUMO: -0.55 eV

Atoms and positions in Å:
C1 -0.790667 -2.706444 2.241724
C2 1.325461 -2.578610 1.590465
C3 0.149111 2.140915 -1.961421
C4 -0.415120 2.444392 -0.558939
C5 0.757483 0.769966 -1.880871
C6 -1.218812 1.230662 -0.163076
N1 -0.020842 -2.940737 3.230884
N2 1.273681 -2.858689 2.844157
N3 -0.445722 -2.289775 -0.128696
N4 0.017699 -2.472693 1.063053
O1 1.029205 0.026095 0.651803
S1 0.052545 -0.091730 -0.392370
H1 -1.865210 -2.697748 2.228557
H2 2.065144 -2.467556 0.910553
H3 -0.629504 2.022798 -2.704629
H4 0.623954 3.082100 -2.135025
H5 0.391794 2.638672 0.197678
H6 -1.027593 3.343631 -0.483573
H7 0.421408 0.277191 -2.887901
H8 1.868157 0.880561 -1.920491
H9 -1.516339 1.237320 0.954742
H10 -2.045831 1.009679 -0.696625

Atoms 1-6, force components in eV/Å:
1.0618 0.5371 -0.8301
-3.0328 -0.6456 1.1173
-1.9382 0.8890 1.5593
-0.6131 0.4220 0.5906
0.7962 -0.4474 -2.8434
3.0931 0.2811 4.1431

---

Entry 13:
DFT (ωB97M-V/def2-TZVPD) results for a cluster of 2 separate species, C6H10N4S in total at a distorted geometry.

Calculated values
Spin multiplicity: 1
Kohn-Sham gap: 7.52 eV
Energy relative to the best compared isomer or geometry (same formula, charge and spin): 106.8 kcal per mole
E_LUMO: 0.35 eV

Atoms and positions in Å:
C1 -0.873666 -0.134194 -0.558862
C2 -1.835380 -1.776029 0.816987
C3 -2.016948 -0.810025 -0.114927
C4 0.306812 -1.117899 1.059285
C5 -3.377195 -0.487008 -0.686905
C6 3.031996 0.344311 1.646374
N1 0.298952 -0.264523 0.024994
N2 -0.686549 -1.862867 1.504988
N3 2.804811 0.243457 -1.485393
N4 3.614520 -0.571059 -0.778741
S1 4.135851 -0.447887 0.659187
H1 -1.033490 0.744728 -1.292069
H2 -2.593858 -2.516654 1.168234
H3 -3.080033 0.434297 -1.344167
H4 -4.032913 -1.271974 -1.146921
H5 -4.048488 -0.196804 0.171541
H6 3.295799 0.441358 2.735833
H7 2.172434 0.867337 1.248478
H8 1.254101 -1.283218 1.516841
H9 1.906116 0.465249 -0.980717
H10 2.538448 -0.058877 -2.328370

Atoms 1-6, force components in eV/Å:
-1.3079 2.1007 -0.1083
0.2842 -1.2007 2.1842
-0.9266 -0.3467 -1.7510
0.1962 -0.3590 -0.4117
-0.1560 1.6751 0.0908
1.7995 -0.1781 0.7418